Run w
{"formula": "C2H6ClN", "method": "wB97M-V/def2-TZVPD", "elements": ["C", "C", "N", "Cl", "H", "H", "H", "H", "H", "H"], "xyz": [[-0.6181, -1.3461, 1.5425], [-1.1500, -0.4496, 0.6716], [1.3323, 1.4421, -1.2970], [-2.6111, -0.7293, -0.1384], [0.4057, -1.1656, 1.8594], [1.5053, 2.3410, -1.6815], [-1.0245, -2.3924, 1.8937], [-0.5676, 0.4019, 0.2727], [2.0960, 0.8438, -1.2542], [0.6321, 1.0542, -1.8687]], "lowdin_charge": [-0.09, -0.70, 0.05, 0.59, 0.04, 0.00, 0.10, 0.04, -0.01, -0.01], "molar_mass_da": 79.53, "e_homo_ev": -9.43, "smiles": "C=CCl.N", "multiplicity": 1, "homo_lumo_gap_ev": 10.40}

=====

Run x
{"formula": "C2H6ClN", "method": "wB97M-V/def2-TZVPD", "elements": ["C", "C", "H", "H", "H", "H", "H", "H", "N", "Cl"], "xyz": [[0.9806, 0.3612, 0.4905], [-0.3662, 0.8748, -0.2956], [2.8248, -0.3687, 0.2495], [1.5271, -1.3238, -0.5413], [1.4858, 1.2858, 0.5407], [0.7271, 0.0171, 1.5662], [-0.6118, 1.9896, -0.3696], [-0.2138, 0.5691, -1.3871], [1.9418, -0.4639, -0.3269], [-1.3540, -0.3728, 0.0624]], "lowdin_charge": [-0.37, -0.71, 0.10, 0.02, 0.06, 0.11, 0.11, 0.06, -0.02, 0.64], "molar_mass_da": 79.53, "e_homo_ev": -9.54, "smiles": "NCCCl", "multiplicity": 1, "homo_lumo_gap_ev": 10.63}

=====

In terms of stability, run w leads; the second structure lies 92.5 kJ/mol higher.

=====

Run w
{"formula": "C17H28N3O", "method": "wB97M-V/def2-TZVPD", "elements": ["C", "H", "C", "C", "H", "H", "C", "N", "C", "O", "C", "H", "C", "C", "N", "C", "C", "H", "H", "H", "H", "C", "C", "N", "C", "C", "C", "C", "H", "H", "H", "H", "H", "H", "H", "H", "H", "H", "H", "C", "H", "H", "H", "H", "H", "H", "H", "H", "H"], "xyz": [[6.0801, 0.7457, -0.7425], [6.1631, -0.1046, -0.0704], [4.6293, 1.0572, -1.0909], [3.7911, 1.4675, 0.1212], [2.8428, 1.8744, -0.2347], [4.3101, 2.2633, 0.6587], [3.5275, 0.3327, 1.1209], [2.8077, -0.7988, 0.5617], [1.4971, -0.8531, 0.2866], [0.9781, -1.8535, -0.2001], [0.6215, 0.3686, 0.5986], [1.2123, 1.1607, 1.0526], [-0.5001, -0.0136, 1.5761], [-1.4957, -0.9719, 0.9378], [-2.0774, -0.3681, -0.2804], [-1.0205, -0.0776, -1.2687], [-0.0169, 0.9100, -0.6887], [0.7518, 1.1021, -1.4380], [-0.5159, 1.8576, -0.4682], [-1.4790, 0.3394, -2.1669], [-0.5110, -1.0145, -1.5097], [-3.2145, -1.1475, -0.8109], [-4.4853, -0.4398, -0.3867], [-4.2738, 0.7571, 0.1543], [-5.3094, 1.4825, 0.5455], [-6.6160, 1.0412, 0.4125], [-6.8377, -0.2072, -0.1500], [-5.7525, -0.9691, -0.5608], [-5.8872, -1.9431, -1.0030], [-7.8412, -0.5847, -0.2683], [-7.4358, 1.6578, 0.7411], [-5.0725, 2.4446, 0.9775], [-3.1880, -2.1746, -0.4419], [-3.1654, -1.1859, -1.9024], [-2.5776, 0.5262, 0.0092], [-2.3033, -1.1973, 1.6361], [-0.9785, -1.8912, 0.6503], [-0.0786, -0.4892, 2.4621], [-1.0156, 0.8956, 1.8968], [3.6023, -1.9906, 0.3218], [4.0075, -2.3635, 1.2638], [2.9614, -2.7520, -0.1171], [4.4223, -1.7744, -0.3607], [4.4833, -0.0473, 1.4822], [2.9928, 0.7275, 1.9906], [4.6156, 1.8837, -1.8043], [4.1665, 0.1990, -1.5824], [6.6392, 0.5147, -1.6454], [6.5463, 1.6042, -0.2652]], "lowdin_charge": [-0.10, 0.06, -0.26, -0.18, 0.09, 0.12, -0.16, -0.08, -0.41, 0.02, -0.22, 0.12, -0.09, -0.11, -0.12, -0.11, -0.10, 0.13, 0.13, 0.14, 0.13, -0.05, -0.24, 0.08, -0.09, -0.03, -0.03, 0.00, 0.12, 0.12, 0.11, 0.12, 0.15, 0.15, 0.14, 0.14, 0.13, 0.14, 0.13, -0.01, 0.10, 0.09, 0.09, 0.12, 0.12, 0.11, 0.10, 0.08, 0.08], "molar_mass_da": 290.43, "charge": 1, "e_homo_ev": -12.00, "smiles": "CCCCN(C)C(=O)[C@H]1CC[N@@H+](Cc2ccccn2)CC1", "multiplicity": 1, "homo_lumo_gap_ev": 9.68}

=====

Run x
{"formula": "C17H28N3O", "method": "wB97M-V/def2-TZVPD", "elements": ["C", "N", "C", "C", "C", "C", "C", "C", "C", "C", "H", "H", "H", "H", "H", "H", "H", "H", "H", "H", "H", "H", "C", "C", "C", "N", "C", "C", "C", "C", "C", "N", "O", "H", "H", "H", "H", "H", "H", "H", "H", "H", "H", "H", "H", "H", "H", "H", "H"], "xyz": [[2.1726, -0.9661, 2.5377], [2.5912, -0.0710, 1.4609], [3.5938, 0.9062, 1.8716], [1.4577, 0.4046, 0.7265], [1.7415, 1.5854, -0.1780], [2.9343, 1.7066, -0.8922], [3.2533, 2.9344, -1.4826], [2.3163, 3.9732, -1.5285], [1.0584, 3.7764, -0.9578], [0.7803, 2.6036, -0.2528], [3.0236, -1.1381, 3.1963], [1.3596, -0.5157, 3.1329], [1.8292, -1.9350, 2.1373], [3.9758, 0.6171, 2.8532], [4.4438, 0.9069, 1.1756], [3.1787, 1.9214, 1.9178], [0.6533, 0.6576, 1.4324], [3.6509, 0.8806, -0.9673], [4.2579, 3.0862, -1.8765], [2.5579, 4.9195, -2.0169], [0.3000, 4.5601, -1.0120], [-0.1791, 2.4581, 0.2618], [-6.0634, -1.7790, 1.0425], [-4.7995, -1.8325, 0.2061], [-4.0035, -0.5390, 0.3344], [-2.7503, -0.5547, -0.4234], [-1.5495, -0.3084, 0.1215], [-0.3527, -0.3819, -0.8284], [-0.3808, -1.4417, -1.9313], [1.0562, -1.9779, -2.0601], [1.8798, -1.4353, -0.8939], [0.8859, -0.7050, -0.0182], [-1.3834, -0.0615, 1.3333], [-6.5857, -2.7344, 1.0060], [-5.8385, -1.5530, 2.0885], [-6.7409, -1.0090, 0.6661], [-4.1729, -2.6824, 0.5013], [-5.0548, -1.9703, -0.8539], [-4.6194, 0.2844, -0.0613], [-3.7507, -0.3148, 1.3736], [-2.8273, -0.6666, -1.4254], [-0.2470, 0.6085, -1.2944], [-1.1143, -2.2374, -1.7133], [-0.7068, -0.9416, -2.8530], [1.0774, -3.0739, -2.0548], [1.4922, -1.6257, -3.0040], [2.3528, -2.1995, -0.2614], [2.6548, -0.7386, -1.2203], [0.5915, -1.4011, 0.6849]], "lowdin_charge": [-0.05, -0.20, -0.05, -0.29, -0.19, -0.05, -0.05, -0.06, -0.06, -0.03, 0.09, 0.11, 0.09, 0.09, 0.09, 0.10, 0.14, 0.11, 0.11, 0.12, 0.11, 0.13, -0.11, -0.25, -0.18, 0.08, -0.41, -0.13, -0.11, -0.12, -0.06, 0.00, 0.04, 0.08, 0.08, 0.08, 0.11, 0.11, 0.14, 0.13, 0.15, 0.16, 0.13, 0.13, 0.12, 0.13, 0.14, 0.11, 0.17], "molar_mass_da": 290.43, "charge": 1, "e_homo_ev": -12.02, "smiles": "CCCNC(=O)[C@@H]1CCC[N@H+]1[C@H](c1ccccc1)N(C)C", "multiplicity": 1, "homo_lumo_gap_ev": 9.63}

=====

In terms of stability, run w leads; the second structure lies 109.8 kJ/mol higher.

=====

Run w
{"formula": "C4H14N2O3", "method": "wB97M-V/def2-TZVPD", "elements": ["C", "N", "C", "O", "C", "C", "N", "H", "H", "H", "H", "H", "H", "H", "H", "H", "H", "H", "H", "O", "H", "H", "O"], "xyz": [[1.3893, 0.1037, 0.1238], [1.0385, 1.4419, -0.3317], [0.3776, 2.2969, 0.4919], [0.2867, 2.1412, 1.6947], [0.6825, -0.9440, -0.8289], [1.7208, -1.4053, -1.8315], [0.2834, -2.0502, 0.0930], [0.9375, -0.0878, 1.0881], [2.4613, -0.0729, 0.1044], [0.9196, 1.5790, -1.3122], [0.0497, 3.2093, -0.0303], [-0.2523, -0.5155, -1.1913], [2.4298, -2.0715, -1.3488], [1.2453, -2.0250, -2.6006], [2.1837, -0.5385, -2.2968], [0.0131, -2.7751, -0.5738], [-0.5967, -1.8270, 0.5315], [-2.9470, 1.4293, 0.7053], [-3.9907, 0.5629, 0.5901], [-3.8923, 1.4865, 0.4909], [-1.2015, 0.5927, 1.6813], [-1.5316, -0.2847, 2.8477], [-1.6067, -0.2459, 1.9034]], "lowdin_charge": [-0.14, 0.03, -0.35, 0.00, -0.42, -0.07, 0.02, 0.10, 0.12, 0.12, 0.14, 0.13, 0.08, 0.08, 0.08, 0.07, 0.04, 0.01, 0.00, -0.04, 0.00, 0.05, -0.03], "molar_mass_da": 138.17, "e_homo_ev": -9.78, "smiles": "C[C@@H](N)CNC=O.O.O", "multiplicity": 1, "homo_lumo_gap_ev": 10.37}

=====

Run x
{"formula": "C4H14N2O3", "method": "wB97M-V/def2-TZVPD", "elements": ["C", "C", "C", "O", "O", "H", "H", "H", "H", "H", "H", "H", "H", "C", "N", "N", "O", "H", "H", "H", "H", "H", "H"], "xyz": [[0.7224, 0.9141, -1.3740], [2.3133, 0.3746, 0.3040], [0.4378, 0.5025, -2.8152], [1.5433, -0.0636, -0.7971], [-0.4923, 1.0523, -0.6858], [-0.3681, 0.6540, 0.1936], [1.2446, 1.8934, -1.3618], [2.9283, -0.4742, 0.5926], [2.9569, 1.2106, 0.0174], [1.6907, 0.6711, 1.1502], [1.3625, 0.4876, -3.3820], [-0.2579, 1.2077, -3.2580], [-0.0029, -0.4906, -2.8205], [-1.5879, -1.4234, 1.4197], [-0.8812, 0.6336, 2.5293], [-1.6834, -1.7201, 0.0342], [-0.5456, -0.4542, 1.7021], [-1.7086, 1.0993, 2.1509], [-1.0978, 0.2843, 3.4621], [-1.8614, -0.8781, -0.5071], [-0.8136, -2.1197, -0.3016], [-2.5475, -1.0214, 1.7730], [-1.3516, -2.3398, 1.9739]], "lowdin_charge": [-0.50, -0.09, -0.01, -0.14, -0.03, 0.04, 0.15, 0.09, 0.09, 0.08, 0.08, 0.08, 0.08, -0.29, 0.03, 0.04, -0.26, 0.09, 0.08, 0.07, 0.08, 0.12, 0.12], "molar_mass_da": 138.17, "e_homo_ev": -9.61, "smiles": "CO[C@@H](C)O.NCON", "multiplicity": 1, "homo_lumo_gap_ev": 10.54}

=====

In terms of stability, run w leads; the second structure lies 203.8 kJ/mol higher.